An isolated ion of composition C3H8FNP and charge +1 at a distorted geometry. Source: the OMol25 dataset; level of theory: the ωB97M-V functional and the def2-TZVPD basis.

Structure (XYZ):
```
14
Properties=species:S:1:pos:R:3:nbo_charge:R:1
F -0.92679 -1.67186 0.19248 -0.35
C -0.72882 -0.30012 0.06410 0.11
P -2.32054 0.58712 -0.13148 0.38
C 0.53389 0.13969 0.93682 -0.27
N 1.41926 -0.08975 -0.19411 -0.50
C 0.30430 -0.19680 -1.18139 -0.26
H -1.75999 1.73094 0.36582 -0.02
H -2.69136 -0.30898 0.95182 0.04
H 0.60953 1.11522 1.26925 0.24
H 0.89098 -0.49645 1.83024 0.26
H 2.21147 0.52271 -0.19127 0.45
H 1.71728 -1.04557 -0.26062 0.44
H 0.51322 -0.84112 -2.00871 0.26
H 0.22757 0.85495 -1.64296 0.23
```

The calculation puts the LUMO energy at -3.63 eV. The structure (SMILES) is FC1(P)C[NH2+]C1. As for the spin multiplicity: 1. As for the molar mass: 108.08 g mol⁻¹. The HOMO-LUMO gap comes out at 10.400 eV. As for the total charge: +1. The energy above the lowest of the compared OMol25 structures with the same formula, charge and spin comes out at 0.344 eV.

=====

A 3-piece molecular cluster, C3H8IN overall at a distorted geometry. Source: the OMol25 dataset; level of theory: the ωB97M-V functional and the def2-TZVPD basis.

Structure (XYZ):
```
13
Properties=species:S:1:pos:R:3:nbo_charge:R:1
C 0.22897 -1.47278 -0.39384 -0.70
C -1.11005 0.43131 -0.15719 -0.63
C 0.35479 -0.08730 0.09289 0.31
N 1.41418 0.54164 0.22109 -0.60
I 3.28231 -0.23812 0.20778 0.28
H 0.61543 -1.60567 -1.33510 0.24
H 0.79092 -2.13094 0.22422 0.23
H -0.77147 -1.93146 -0.47696 0.22
H -1.60065 -0.14101 0.70200 0.22
H -1.47341 0.00417 -1.10337 0.22
H -1.27187 1.47167 -0.16316 0.23
H 0.19500 2.28650 1.14631 0.03
H -0.65417 2.87199 1.03533 -0.04
```

The calculation puts the LUMO energy at 0.12 eV. As for the spin multiplicity: 1. As for the molar mass: 185.01 g mol⁻¹. The HOMO-LUMO gap comes out at 8.984 eV. The energy above the lowest of the compared OMol25 structures with the same formula, charge and spin comes out at 2.781 eV.

=====

A 2-piece molecular cluster, C3H8N overall at a distorted geometry. Source: the OMol25 dataset; level of theory: the ωB97M-V functional and the def2-TZVPD basis.

Structure (XYZ):
```
12
Properties=species:S:1:pos:R:3:nbo_charge:R:1
C -2.26966 0.62949 -0.23275 -0.37
C 0.78948 0.28252 -0.03380 0.55
C 0.83497 -1.03581 0.68961 -0.76
N 1.79932 0.98767 -0.38380 -0.73
H -2.88872 0.07753 -0.94363 0.19
H -2.23963 0.17485 0.76057 0.20
H -2.10208 1.59698 -0.63580 0.20
H 0.42037 -1.00408 1.64182 0.28
H 1.85761 -1.41678 0.80659 0.25
H 0.15634 -1.60447 -0.06933 0.29
H 1.71079 1.94772 -0.87133 0.47
H 2.62798 0.42860 -0.45522 0.43
```

The calculation puts the LUMO energy (spin up / spin down) at -6.64 / -4.68 eV. As for the spin multiplicity: 1. As for the molar mass: 58.10 g mol⁻¹. The HOMO-LUMO gap (spin up / spin down) comes out at 6.656 / 10.710 eV. As for the total charge: +1. The energy above the lowest of the compared OMol25 structures with the same formula, charge and spin comes out at 4.587 eV.

=====

A 3-piece molecular cluster, C3H8N overall at a distorted geometry. Source: the OMol25 dataset; level of theory: the ωB97M-V functional and the def2-TZVPD basis.

Structure (XYZ):
```
12
Properties=species:S:1:pos:R:3:nbo_charge:R:1
C -1.82760 -0.17740 -1.27545 -0.78
C -2.01960 -0.79203 0.00803 0.35
C -1.26958 -0.11479 1.04799 -0.05
N -1.02071 1.14127 0.93205 -0.39
H -2.12205 -0.82811 -2.10879 0.29
H -0.76724 0.14860 -1.41233 0.29
H -2.42280 0.74999 -1.37875 0.37
H -3.00180 -1.32223 0.02873 0.28
H -0.93681 -0.49678 1.99900 0.23
H -0.81644 1.58242 1.87698 0.40
H 8.05282 -0.21774 -0.21665 0.00
H 8.15180 0.32678 0.49918 0.00
```

The calculation puts the LUMO energy at -8.24 eV. As for the spin multiplicity: 1. As for the molar mass: 58.10 g mol⁻¹. The HOMO-LUMO gap comes out at 6.788 eV. As for the total charge: +1. The energy above the lowest of the compared OMol25 structures with the same formula, charge and spin comes out at 4.812 eV.

=====

A 2-piece molecular cluster, C3H8N2 overall. Source: the OMol25 dataset; level of theory: the ωB97M-V functional and the def2-TZVPD basis.

Structure (XYZ):
```
13
Properties=species:S:1:pos:R:3:nbo_charge:R:1
C -0.20650 -1.56597 -1.33334 -0.54
C -1.04511 -1.62931 -0.30492 0.02
N -1.07450 -0.81330 0.80958 -0.82
H 0.63660 -0.88793 -1.35748 0.19
H -0.29151 -2.29471 -2.12447 0.20
H -1.89056 -2.30821 -0.33024 0.18
H -0.63647 0.09034 0.81300 0.38
H -1.89980 -0.86189 1.37798 0.38
C 1.14168 2.15855 -0.18431 -0.04
N 1.36264 1.66919 0.95790 -0.60
H 1.89825 2.04290 -0.95843 0.16
H 0.28995 2.78441 -0.46755 0.15
H 0.66829 1.99661 1.63281 0.33
```

The calculation puts the LUMO energy at 1.02 eV. The structure (SMILES) is C=CN.C=N. As for the spin multiplicity: 1. As for the molar mass: 72.11 g mol⁻¹. The HOMO-LUMO gap comes out at 9.112 eV. The energy above the lowest of the compared OMol25 structures with the same formula, charge and spin comes out at 2.562 eV.

=====

One molecule with the formula C3H8N2 at a distorted geometry. Source: the OMol25 dataset; level of theory: the ωB97M-V functional and the def2-TZVPD basis.

Structure (XYZ):
```
13
Properties=species:S:1:pos:R:3:nbo_charge:R:1
H 1.80544 1.45511 0.49869 0.34
N 1.70219 0.58790 0.99956 -0.72
C 0.55146 0.07688 0.81076 0.45
N 0.24877 -1.12364 1.41590 -0.83
C -0.54762 0.65628 -0.05495 -0.48
C -0.57628 -0.00443 -1.45065 -0.60
H -0.45815 -1.80769 1.05803 0.39
H 1.05598 -1.55495 1.85713 0.40
H -1.52544 0.55988 0.44074 0.22
H -0.40972 1.75294 -0.14477 0.22
H -0.87392 -1.07433 -1.37743 0.20
H 0.38559 0.03913 -1.96197 0.22
H -1.35830 0.43691 -2.09104 0.21
```

The calculation puts the LUMO energy at 0.98 eV. The structure (SMILES) is [H]/N=C(/N)CC. As for the spin multiplicity: 1. As for the molar mass: 72.11 g mol⁻¹. The HOMO-LUMO gap comes out at 10.101 eV. The energy above the lowest of the compared OMol25 structures with the same formula, charge and spin comes out at 0.827 eV.

=====

One molecule with the formula C3H8N2 at a distorted geometry. Source: the OMol25 dataset; level of theory: the ωB97M-V functional and the def2-TZVPD basis.

Structure (XYZ):
```
13
Properties=species:S:1:pos:R:3:nbo_charge:R:1
C 1.53937 0.23479 -0.26619 -0.63
C 0.22688 0.10523 0.47953 -0.06
C -0.78533 -1.03268 0.08681 -0.22
N -1.67707 0.00627 -0.22825 -0.49
N -0.79036 1.09502 0.02592 -0.47
H 1.68534 0.48474 -1.36659 0.23
H 2.17883 -0.61510 -0.08248 0.21
H 2.11852 1.22025 0.13588 0.21
H 0.35912 0.13755 1.51537 0.19
H -0.42294 -1.65946 -0.82048 0.17
H -1.03603 -1.73528 0.91950 0.18
H -2.13892 -0.04914 -1.15578 0.35
H -1.25739 1.80783 0.75675 0.34
```

The calculation puts the LUMO energy at 1.20 eV. The structure (SMILES) is C[C@@H]1CNN1. As for the spin multiplicity: 1. As for the molar mass: 72.11 g mol⁻¹. The HOMO-LUMO gap comes out at 8.920 eV. The energy above the lowest of the compared OMol25 structures with the same formula, charge and spin comes out at 3.930 eV.

=====

One molecule with the formula C3H8N2 at a distorted geometry. Source: the OMol25 dataset; level of theory: the ωB97M-V functional and the def2-TZVPD basis.

Structure (XYZ):
```
13
Properties=species:S:1:pos:R:3:nbo_charge:R:1
C -2.32779 0.26453 -0.01504 -0.17
N -1.32675 -0.29821 -0.57469 -0.22
N -0.38544 -0.83014 0.31599 -0.46
C 0.97210 -0.75362 -0.25828 -0.22
C 1.52411 0.65522 -0.06008 -0.63
H -2.48533 0.33201 1.08868 0.15
H -3.14705 0.59085 -0.68779 0.19
H -0.39321 -0.40084 1.26726 0.33
H 1.61730 -1.49074 0.25351 0.19
H 0.87866 -0.98862 -1.36521 0.21
H 1.50238 0.87482 1.03568 0.19
H 2.57578 0.59896 -0.38694 0.21
H 0.99523 1.44578 -0.61308 0.22
```

The calculation puts the LUMO energy at 1.19 eV. The structure (SMILES) is C=NNCC. As for the spin multiplicity: 1. As for the molar mass: 72.11 g mol⁻¹. The HOMO-LUMO gap comes out at 9.890 eV. The energy above the lowest of the compared OMol25 structures with the same formula, charge and spin comes out at 2.563 eV.

=====

One molecule with the formula C3H8N2. Source: the OMol25 dataset; level of theory: the ωB97M-V functional and the def2-TZVPD basis.

Structure (XYZ):
```
13
Properties=species:S:1:pos:R:3:nbo_charge:R:1
H 0.86214 0.18977 -2.53683 0.32
N 0.90186 -0.71643 -2.07272 -0.69
C 0.67617 -0.59338 -0.83060 0.29
N 0.49244 0.52911 -0.04197 -0.63
C -0.10102 0.38480 1.30231 -0.21
C -1.60900 0.20940 1.28663 -0.62
H 0.69456 -1.50416 -0.24420 0.15
H 0.29000 1.40927 -0.51408 0.38
H 0.21984 1.26272 1.89974 0.20
H 0.33903 -0.51600 1.76850 0.20
H -1.89386 -0.64603 0.68033 0.21
H -2.12853 1.10055 0.89638 0.21
H -1.94014 0.01013 2.30299 0.21
```

The calculation puts the LUMO energy at 1.04 eV. The structure (SMILES) is [H]/N=C\NCC. As for the spin multiplicity: 1. As for the molar mass: 72.11 g mol⁻¹. The HOMO-LUMO gap comes out at 10.065 eV. The energy above the lowest of the compared OMol25 structures with the same formula, charge and spin comes out at 1.238 eV.